# 1
{
  "formula": "C8H19N3",
  "method": "ωB97M-V with the def2-TZVPD basis set",
  "orbital_gap_ev": 8.9,
  "de_lowest_kj_mol": 72.0,
  "charge": 2,
  "symbols": ["C", "C", "C", "C", "C", "C", "C", "C", "N", "N", "N", "H", "H", "H", "H", "H", "H", "H", "H", "H", "H", "H", "H", "H", "H", "H", "H", "H", "H", "H"],
  "coordinates": [[0.036, 0.273, -0.051], [0.404, 1.371, 0.881], [-2.320, -0.329, 0.426], [-3.759, -0.205, 0.177], [-1.721, -0.925, 1.775], [-1.800, 0.638, -1.696], [0.763, -1.716, -1.173], [5.269, 0.200, 0.030], [-1.436, 0.221, -0.359], [0.920, -0.498, -0.426], [4.141, 0.786, 0.121], [1.449, 1.594, 0.687], [-0.307, 2.298, 0.941], [-4.187, -0.775, -0.744], [-3.945, 0.916, 0.126], [-4.385, -0.456, 1.039], [-2.020, -0.063, 2.491], [-0.632, -1.015, 1.561], [-2.274, -1.777, 2.238], [-0.850, 0.872, -2.309], [-2.298, -0.166, -2.196], [-2.511, 1.455, -1.685], [1.346, -1.584, -2.177], [1.092, -2.522, -0.434], [-0.312, -1.863, -1.460], [5.645, 0.075, -0.926], [5.866, 0.188, 0.959], [0.286, 0.882, 1.882], [3.701, 1.024, -0.778], [3.841, 1.099, 1.079]],
  "forces_ev_per_a": [[-1.00, 1.12, 0.43], [-1.73, 1.08, 1.36], [1.85, -0.95, 2.18], [-1.65, 0.67, -0.86], [-1.68, 2.25, -0.77], [1.32, 0.87, -1.62], [-0.50, -0.22, -0.94], [-0.07, 1.94, 2.47], [0.09, -1.45, 0.08], [0.84, -0.35, -0.55], [0.39, 0.05, 0.50], [-0.19, 0.43, 0.27], [1.50, -1.63, -0.55], [0.95, 1.21, 1.43], [0.06, -1.15, -0.67], [0.47, -0.55, -0.07], [1.06, -1.17, -0.77], [-1.00, -0.42, 1.08], [0.65, 0.33, -0.99], [-1.64, -0.10, 1.14], [-0.22, -0.63, -0.33], [0.22, 0.44, 0.02], [-0.70, -0.82, 2.08], [-0.16, 0.68, -1.69], [0.83, -0.28, 0.22], [0.92, -0.98, -1.66], [-0.15, -0.85, -0.66], [0.45, 0.71, -0.47], [-0.64, 0.03, 0.97], [-0.25, -0.25, -1.60]],
  "nbo_charge": [0.4518, -0.6722, 0.5323, -0.7463, -0.6803, -0.4410, -0.4585, 0.1735, -0.3734, -0.4173, -0.5770, 0.2200, 0.2607, 0.3019, 0.2788, 0.2812, 0.2728, 0.2329, 0.2931, 0.2489, 0.2373, 0.2491, 0.2450, 0.2505, 0.1847, 0.2321, 0.2493, 0.2514, 0.4564, 0.4622]
}

# 2
{
  "formula": "C2HF2N",
  "method": "ωB97M-V with the def2-TZVPD basis set",
  "orbital_gap_ev": [9.5, 9.4],
  "de_lowest_kj_mol": 448.7,
  "symbols": ["C", "C", "N", "F", "F", "H"],
  "coordinates": [[0.234, -0.734, 0.155], [0.486, 0.595, 0.194], [0.218, -1.883, 0.204], [0.596, 1.324, 1.359], [0.472, 1.382, -0.914], [-2.006, -0.684, -0.999]],
  "forces_ev_per_a": [[0.46, 0.25, 0.35], [0.35, 3.84, 0.29], [-0.25, -1.33, -0.03], [-0.31, -1.55, -2.40], [-0.03, -1.24, 1.90], [-0.23, 0.03, -0.12]],
  "nbo_charge": [0.0475, 0.7070, -0.1890, -0.2850, -0.2799, -0.0006]
}

# 3
{
  "formula": "C29H27F25O7",
  "method": "ωB97M-V with the def2-TZVPD basis set",
  "orbital_gap_ev": 8.2,
  "symbols": ["C", "C", "C", "C", "C", "O", "C", "C", "O", "C", "O", "C", "C", "C", "C", "C", "F", "C", "O", "H", "H", "H", "H", "H", "H", "H", "H", "H", "H", "H", "H", "H", "H", "H", "C", "C", "C", "F", "F", "F", "F", "O", "C", "C", "F", "F", "F", "F", "H", "H", "H", "H", "C", "C", "C", "F", "F", "F", "F", "O", "C", "C", "F", "F", "F", "F", "H", "H", "H", "H", "C", "C", "C", "F", "F", "F", "F", "O", "C", "C", "F", "F", "F", "F", "H", "H", "H", "H"],
  "coordinates": [[-1.654, 1.343, -1.795], [-1.426, 0.053, -1.501], [-0.128, -0.311, -0.955], [0.649, -1.271, -1.476], [0.318, -2.097, -2.662], [1.289, -1.881, -3.715], [1.350, -0.616, -4.179], [2.698, -0.244, -4.717], [0.404, 0.152, -4.202], [1.977, -1.513, -0.837], [2.428, -2.634, -0.657], [2.674, -0.278, -0.401], [1.918, 0.689, 0.114], [2.440, 2.011, 0.563], [2.162, 3.030, -0.561], [3.185, 2.980, -1.698], [4.257, 2.155, -1.414], [0.454, 0.418, 0.225], [-0.194, 0.727, 1.208], [-1.387, 2.156, -1.133], [-2.117, 1.588, -2.734], [-2.175, -0.697, -1.691], [-0.662, -1.870, -3.059], [0.343, -3.158, -2.455], [3.508, -0.644, -4.121], [2.785, 0.832, -4.746], [2.751, -0.593, -5.745], [3.739, -0.168, -0.509], [1.885, 2.337, 1.437], [3.493, 1.939, 0.795], [1.208, 2.745, -0.993], [2.053, 4.034, -0.167], [3.549, 3.960, -1.980], [2.716, 2.569, -2.588], [5.512, -3.423, 0.601], [6.404, -4.610, 1.016], [6.596, -4.888, 2.510], [7.185, -3.862, 3.151], [7.397, -5.970, 2.655], [7.603, -4.507, 0.403], [5.799, -5.725, 0.517], [6.128, -2.190, 0.233], [6.475, -1.217, 1.145], [7.984, -0.959, 1.188], [8.663, -2.076, 1.497], [8.246, -0.031, 2.137], [5.964, -1.474, 2.363], [5.887, -0.077, 0.715], [5.039, -3.748, -0.324], [4.695, -3.266, 1.304], [5.636, -5.104, 2.987], [8.330, -0.593, 0.219], [-2.197, 1.134, 4.385], [-1.157, 0.313, 5.173], [-1.341, -1.206, 5.251], [-2.489, -1.555, 5.858], [-0.324, -1.733, 5.975], [-1.024, 0.831, 6.414], [0.033, 0.502, 4.539], [-3.232, 1.801, 5.106], [-4.413, 1.185, 5.458], [-4.586, 1.089, 6.978], [-3.573, 0.413, 7.546], [-5.736, 0.429, 7.251], [-4.555, -0.009, 4.855], [-5.414, 1.972, 5.004], [-1.627, 1.954, 3.953], [-2.592, 0.578, 3.535], [-1.315, -1.646, 4.250], [-4.631, 2.089, 7.414], [-5.921, 2.204, -4.760], [-4.847, 1.330, -4.081], [-5.097, -0.179, -3.991], [-6.191, -0.477, -3.273], [-4.036, -0.760, -3.374], [-4.567, 1.831, -2.859], [-3.719, 1.468, -4.835], [-6.850, 2.917, -3.949], [-8.026, 2.358, -3.492], [-8.065, 2.263, -1.962], [-7.037, 1.534, -1.491], [-9.215, 1.659, -1.588], [-8.280, 1.176, -4.082], [-9.020, 3.196, -3.854], [-5.354, 2.999, -5.242], [-6.423, 1.670, -5.566], [-5.193, -0.614, -4.990], [-8.020, 3.261, -1.522]],
  "forces_ev_per_a": [[-0.21, -0.24, 0.03], [-0.09, 0.58, 0.45], [-0.18, -0.42, 1.03], [-0.05, -0.09, 0.21], [-0.58, -0.30, -0.68], [0.40, 0.22, 0.57], [-0.91, 1.05, -0.35], [-0.11, -0.03, -0.07], [0.79, -0.95, 0.37], [0.49, -0.50, 0.26], [-0.18, 0.65, -0.44], [-0.44, -0.02, -0.03], [0.47, -0.09, 0.21], [-0.39, 0.30, -0.18], [0.19, -0.32, 0.05], [-0.63, -0.11, -0.49], [0.43, 0.03, 0.18], [-0.23, 0.26, 0.41], [0.22, 0.03, -0.74], [1.21, 0.14, -0.41], [-1.21, 0.15, 0.37], [0.39, -0.44, -1.30], [-0.26, 0.19, 0.04], [0.28, -0.19, 0.09], [0.10, -0.30, -0.04], [-0.12, 0.27, 0.01], [0.24, -0.22, -0.10], [0.27, -0.23, 0.14], [0.01, -0.05, 0.28], [0.19, 0.08, 0.13], [-0.33, 0.26, -0.07], [0.14, 0.15, 0.14], [0.30, 0.23, 0.21], [-0.06, -0.16, -0.16], [-0.58, 0.17, -0.20], [0.37, 0.50, -0.36], [-0.09, -0.34, 0.20], [0.03, 0.28, -0.14], [-0.03, -0.01, -0.10], [0.08, 0.02, 0.12], [-0.18, -0.05, 0.13], [0.77, -0.22, 0.37], [-0.94, -0.65, -0.24], [0.25, 0.16, -0.10], [-0.11, -0.17, 0.09], [-0.09, 0.02, -0.02], [0.25, -0.04, 0.07], [0.14, 0.32, 0.01], [0.03, -0.01, 0.00], [0.13, 0.00, 0.20], [-0.03, 0.04, -0.05], [-0.09, 0.02, -0.01], [-0.16, 0.30, -0.53], [-0.27, 0.49, 0.39], [0.26, -0.30, -0.13], [-0.19, 0.20, 0.04], [0.03, 0.10, -0.03], [-0.07, -0.12, 0.06], [-0.01, -0.14, -0.18], [0.13, -0.49, 0.58], [0.42, 0.14, -0.70], [-0.10, 0.09, 0.28], [0.11, -0.12, -0.12], [-0.02, 0.03, -0.09], [0.06, -0.08, 0.18], [-0.11, 0.04, 0.07], [0.07, 0.00, 0.08], [-0.06, -0.24, 0.14], [-0.02, 0.07, -0.02], [-0.02, 0.03, -0.09], [-0.23, 0.35, -0.52], [-0.35, 0.47, 0.44], [0.22, -0.30, -0.15], [-0.18, 0.22, 0.07], [0.04, 0.10, -0.04], [-0.13, -0.11, 0.03], [-0.02, -0.14, -0.17], [0.20, -0.51, 0.57], [0.31, 0.12, -0.71], [-0.08, 0.10, 0.30], [0.11, -0.13, -0.14], [-0.02, 0.02, -0.09], [0.10, -0.09, 0.17], [-0.08, 0.05, 0.08], [0.06, 0.01, 0.08], [-0.06, -0.24, 0.15], [0.00, 0.06, -0.02], [-0.03, 0.03, -0.08]],
  "lowdin_charge": [0.0803, -0.0906, -0.0893, -0.0854, -0.0834, 0.0168, -0.5153, 0.0297, 0.1018, -0.3043, 0.1157, 0.0840, -0.1416, -0.1149, -0.1292, -0.1828, -0.0524, -0.2801, 0.1323, 0.0757, 0.0537, 0.1064, 0.1195, 0.1385, 0.0872, 0.0784, 0.0938, 0.1146, 0.1194, 0.1153, 0.0981, 0.1109, 0.1133, 0.1053, -0.0394, -0.4394, -0.3086, 0.0997, 0.0943, 0.1314, 0.1045, 0.0407, -0.5352, -0.2878, 0.1069, 0.0989, 0.1547, 0.1288, 0.1404, 0.1431, 0.1725, 0.1752, -0.0335, -0.4413, -0.3063, 0.0990, 0.0940, 0.1307, 0.1017, 0.0436, -0.5408, -0.2895, 0.1044, 0.0980, 0.1518, 0.1405, 0.1464, 0.1450, 0.1727, 0.1744, -0.0352, -0.4404, -0.2997, 0.1067, 0.0866, 0.1232, 0.1010, 0.0446, -0.5382, -0.2887, 0.1034, 0.1021, 0.1516, 0.1460, 0.1484, 0.1464, 0.1742, 0.1755]
}

> Number 1 is which compound?

C8H19N3